[1]
The following is a DFT calculation (ωB97M-V/def2-TZVPD) of a 4-piece molecular cluster, C3H12O4 overall in a non-equilibrium geometry.

Cartesian coordinates (Å):
O (2.132481, -0.738167, -1.879148)
H (-1.485559, -2.287302, 1.048649)
H (0.599300, 0.209099, 0.675156)
H (1.367297, -0.532381, -1.320266)
C (-3.319683, -1.373338, 1.279551)
O (2.334781, 0.866082, 0.977594)
H (1.079772, 2.897626, -1.727520)
H (-1.735187, 0.142475, -0.503778)
H (-3.831723, -2.230678, 1.693497)
H (2.120469, 1.924476, -2.122311)
H (1.868721, -1.521257, -2.371479)
H (2.450737, 1.296850, 0.129460)
O (0.039573, -0.448278, 0.230240)
H (3.145471, 0.550845, 1.379201)
C (-1.333003, -0.148382, 0.466459)
O (1.908249, 2.530403, -1.395260)
C (-2.051337, -1.361088, 0.974889)
H (-3.849910, -0.431021, 1.266082)
H (-1.440453, 0.654040, 1.198989)

Cartesian forces (eV/Å) of the 2 atoms listed first:
-0.06 0.23 -0.15
0.21 0.20 -0.09

## Properties
* E_tot: -422.42745 Eh
* frontier orbital gap: 10.307 eV
* HOMO energy: -0.3561 hartree
* SMILES: C=CCO.O.O.O
* net charge: 0
* E_LUMO: 0.62 eV

Atom charges from the natural (NBO) analysis, given in e for atoms 1 to 2: -0.97, 0.21

=====

[2]
The following is a DFT calculation (ωB97M-V/def2-TZVPD) of a 3-piece molecular cluster, C3H12O4 overall in a non-equilibrium geometry.

Cartesian coordinates (Å):
H (-3.902139, -0.381095, -3.111758)
O (1.266828, -2.048829, 2.565078)
O (-3.103649, -0.769017, -3.286370)
H (-0.333991, -0.739890, 2.898503)
C (-0.982272, 0.772718, 0.863382)
H (5.021781, 2.455801, -2.625787)
H (0.302034, -0.708449, 0.099141)
H (0.880741, -2.277058, 3.394854)
H (-1.729636, 1.006531, 1.608006)
H (-1.477880, -0.102159, -0.700139)
H (-1.059444, -1.485685, 0.828446)
H (1.253456, 0.036232, 1.977644)
H (-2.729424, -0.285677, -4.132501)
O (-1.724092, 0.739400, -0.437272)
C (0.426603, -0.902115, 2.113482)
H (4.141502, 1.376405, -1.698674)
C (-0.405118, -0.595767, 0.847688)
O (4.336354, 2.325561, -1.881392)
H (-0.181649, 1.583093, 0.677676)

Cartesian forces (eV/Å) of the 2 atoms listed first:
-3.17 1.68 0.64
-1.34 1.23 -2.59

## Properties
* E_tot: -422.34143 Eh
* frontier orbital gap: 10.716 eV
* HOMO energy: -0.3694 hartree
* SMILES: OCCCO.O.O
* net charge: 0
* E_LUMO: 0.66 eV

Atom charges from the natural (NBO) analysis, given in e for atoms 1 to 2: 0.46, -0.71

=====

[3]
The following is a DFT calculation (ωB97M-V/def2-TZVPD) of a 4-piece molecular cluster, C3H12O4 overall in a non-equilibrium geometry.

Cartesian coordinates (Å):
H (0.493644, -3.149719, 0.816895)
H (-2.998479, 5.374978, -2.015941)
H (-0.547394, -0.472523, -0.066618)
H (2.324531, -0.608508, 1.175873)
C (0.314082, -1.094733, 0.231850)
C (0.191266, -2.540722, -0.058878)
O (-0.833047, -1.937389, -3.550660)
H (0.005822, -2.409566, -3.600239)
H (0.739341, -0.256292, 5.427699)
H (1.083973, 1.466193, 0.003887)
O (-3.122527, 6.095640, -2.632009)
H (-0.806918, -2.989852, -0.015529)
H (0.553287, -2.947449, -1.013074)
O (1.509263, -0.318751, 4.838177)
O (1.449707, 0.936754, 0.720730)
H (-0.987865, -1.918382, -2.598844)
C (1.404700, -0.435287, 0.606752)
H (-2.335291, 6.637303, -2.734809)
H (1.561900, 0.568308, 4.464744)

Cartesian forces (eV/Å) of the 2 atoms listed first:
1.15 0.22 -0.63
0.53 0.10 0.14

## Properties
* E_tot: -422.38449 Eh
* frontier orbital gap: 9.656 eV
* HOMO energy: -0.3354 hartree
* SMILES: C/C=C/O.O.O.O
* net charge: 0
* E_LUMO: 0.53 eV

Atom charges from the natural (NBO) analysis, given in e for atoms 1 to 2: 0.23, 0.48

=====

[4]
The following is a DFT calculation (ωB97M-V/def2-TZVPD) of a 4-piece molecular cluster, C3H12O4 overall in a non-equilibrium geometry.

Cartesian coordinates (Å):
O (1.465865, 3.187252, -1.144662)
H (-0.880188, 2.035075, -0.378601)
O (-1.021065, 2.986854, -0.241672)
H (-1.813549, 3.101913, -0.782214)
H (2.226169, -3.153894, 1.108241)
H (-3.016857, 0.132696, -1.798925)
H (0.481006, 3.169381, -1.096013)
H (0.875506, -3.445958, 2.188153)
O (-0.471384, -0.043583, -0.172279)
C (0.547828, -2.068902, 0.497558)
H (1.005982, -2.021915, -0.485134)
H (1.807557, -2.007449, 2.407472)
C (1.408241, -2.668015, 1.639262)
H (-1.597633, 0.115393, -2.287749)
H (-0.070261, -0.284866, 1.758596)
H (-0.316619, -2.740821, 0.463855)
H (1.721704, 3.698360, -0.370811)
C (-0.052261, -0.719297, 0.739446)
O (-2.300040, 0.727774, -2.044522)

Cartesian forces (eV/Å) of the 2 atoms listed first:
-0.23 -0.03 -0.19
0.06 -0.21 0.40

## Properties
* E_tot: -422.43733 Eh
* frontier orbital gap: 10.940 eV
* HOMO energy: -0.3778 hartree
* SMILES: CCC=O.O.O.O
* net charge: 0
* E_LUMO: 0.66 eV

Atom charges from the natural (NBO) analysis, given in e for atoms 1 to 2: -0.98, 0.50

=====

[5]
The following is a DFT calculation (ωB97M-V/def2-TZVPD) of a 4-piece molecular cluster, C3H12O4 overall in a non-equilibrium geometry.

Cartesian coordinates (Å):
H (-0.240609, -1.001043, -3.394341)
H (-1.571718, 2.732687, 1.368075)
H (0.212980, 0.640558, -3.896925)
H (1.695236, -0.617664, -1.977066)
C (-0.191865, 0.049479, -3.070847)
C (0.817219, 0.027335, -1.973602)
H (-1.735895, -1.483047, 2.525577)
O (1.782827, 0.509186, 0.119748)
H (1.515647, -1.397433, 1.513845)
O (1.623442, -2.019582, 2.254463)
H (0.030287, 1.388262, -0.507935)
H (-3.153492, -1.575567, 2.103056)
C (0.808397, 0.713968, -0.838068)
H (2.550514, -1.919212, 2.508581)
H (-1.275942, 1.272301, 1.496692)
H (-1.162689, 0.440298, -2.766261)
H (1.595201, 1.045301, 0.894596)
O (-2.443483, -0.923502, 2.194207)
O (-0.856055, 2.117676, 1.446205)

Cartesian forces (eV/Å) of the 2 atoms listed first:
-0.57 0.42 -0.25
-0.55 0.61 -0.03

## Properties
* E_tot: -422.42759 Eh
* frontier orbital gap: 9.088 eV
* HOMO energy: -0.3123 hartree
* SMILES: C/C=C/O.O.O.O
* net charge: 0
* E_LUMO: 0.59 eV

Atom charges from the natural (NBO) analysis, given in e for atoms 1 to 2: 0.22, 0.47

=====

[6]
The following is a DFT calculation (ωB97M-V/def2-TZVPD) of a 3-piece molecular cluster, C3H12O4 overall in a non-equilibrium geometry.

Cartesian coordinates (Å):
H (1.651815, -1.046466, -0.066420)
C (1.076645, 0.986636, -0.935471)
O (-1.437339, -0.911009, -1.258262)
H (2.689797, 1.333941, -1.968237)
C (-0.476002, -0.875771, -0.210749)
H (-0.435286, -1.881105, 0.222624)
H (-0.169404, -2.938446, 3.881178)
O (2.397439, 1.455119, -1.060561)
O (0.672355, -2.568981, 4.171522)
H (1.057966, -0.925852, -1.680460)
H (-1.826210, -0.041344, -1.352329)
C (0.935002, -0.512761, -0.669604)
H (-2.538382, 1.594524, -1.214051)
H (0.490863, 1.228381, -1.829022)
H (0.459717, -1.621901, 4.244926)
H (-3.085154, 2.965592, -0.889349)
H (-0.745659, -0.259259, 0.661934)
O (-2.580571, 2.241828, -0.501816)
H (0.601623, 1.577303, -0.136345)

Cartesian forces (eV/Å) of the 2 atoms listed first:
0.50 0.58 0.58
-0.50 0.27 0.91

## Properties
* E_tot: -422.41575 Eh
* frontier orbital gap: 10.505 eV
* HOMO energy: -0.3719 hartree
* SMILES: OCCCO.O.O
* net charge: 0
* E_LUMO: 0.39 eV

Atom charges from the natural (NBO) analysis, given in e for atoms 1 to 2: 0.22, -0.06